Here is a molecular structure, C3H5NaO2 from the OMol25 dataset. Energies are from ωB97M-V with the def2-TZVPD basis set.

As for the energy above the lowest of the compared OMol25 structures with the same formula, charge and spin: 0.0 kcal per mole. The net charge is 0. The total energy is -11702.27531 eV. The calculation puts the orbital gap at 6.1 eV. The spin multiplicity is 1.

Each line ends with the Mulliken charge.
Cartesian coordinates (Å):
Na: 2.272 -1.438 -0.084  0.959
O: 0.191 -0.909 -0.744  -0.932
O: 3.826 0.631 0.307  -0.096
C: 4.202 1.697 0.379  0.084
C: -1.787 -0.237 0.499  -0.841
C: -0.808 0.031 -0.646  -0.272
H: -1.402 0.093 -1.588  0.194
H: -1.934 -1.321 0.631  0.256
H: -2.771 0.220 0.304  0.288
H: -1.398 0.178 1.443  0.195
H: -0.390 1.055 -0.501  0.164